This record from the Open Molecules 2025 dataset describes C23H32AsBrIN6O3Pt as an isolated structure. The level of theory is the ωB97M-V functional and the def2-TZVPD basis.

```
68
Properties=species:S:1:pos:R:3
Pt -0.3858 1.0678 0.1818
C 2.2637 2.7120 0.1815
N 1.7220 1.4186 0.7583
C 2.5924 0.3227 0.2172
N 3.9803 0.5008 0.5414
C 4.4345 1.7788 -0.0280
N 3.6514 2.8902 0.5090
C 3.8064 2.9193 1.9649
N 3.3437 1.6613 2.5631
C 1.9556 1.4670 2.2441
C 4.1269 0.5587 2.0013
H 1.6788 3.5321 0.5954
H 2.1229 2.6735 -0.9009
H 2.4649 0.3249 -0.8682
H 2.2288 -0.6187 0.6427
H 4.3328 1.7494 -1.1139
H 5.4848 1.9249 0.2187
H 3.2338 3.7514 2.3775
H 4.8567 3.0666 2.2115
H 1.3705 2.3027 2.6363
H 1.5890 0.5320 2.6707
H 3.7933 -0.3845 2.4387
H 5.1775 0.7021 2.2478
N -1.6199 1.0139 4.4662
C -1.3573 1.4368 3.2365
O -0.9497 0.6484 2.3684
C -1.5920 2.9223 3.0267
I -1.2822 3.6195 1.0400
H -1.4615 0.0457 4.7034
H -1.9375 1.6340 5.1946
H -0.9220 3.4938 3.6673
H -2.6172 3.1760 3.2885
Br -6.6037 0.0696 0.6409
C -5.8119 1.2094 -0.6070
C -6.6222 2.0597 -1.3646
N -5.9519 2.8175 -2.1938
C -4.6971 2.9588 -2.4658
C -3.8562 2.1127 -1.7173
C -4.4303 1.2510 -0.8034
C -2.3625 2.2591 -2.0055
O -2.0165 3.2357 -2.6248
O -1.6012 1.3041 -1.5753
H -7.7013 2.1358 -1.2980
H -4.3207 3.6633 -3.2030
H -3.7896 0.5955 -0.2278
C -0.2712 -2.6552 0.8687
As -0.4420 -1.3614 -0.5638
C -2.0889 -1.8834 -1.4362
C 0.9200 -1.9677 -1.9311
C 0.9301 -3.4102 -2.1595
C 1.7749 -4.2576 -1.3779
C 1.8426 -5.5927 -1.6395
C 1.0484 -6.1392 -2.6769
C 0.1957 -5.3193 -3.4556
C 0.1293 -3.9836 -3.1949
H -0.5042 -3.6645 0.5332
H -0.9766 -2.3610 1.6456
H 0.7323 -2.6251 1.2909
H -2.0982 -2.9547 -1.6313
H -2.2035 -1.3168 -2.3576
H -2.9134 -1.6417 -0.7666
H 1.8785 -1.6121 -1.5576
H 0.6283 -1.4146 -2.8256
H 2.3844 -3.8152 -0.6000
H 2.4996 -6.2412 -1.0764
H 1.0929 -7.2025 -2.8776
H -0.3818 -5.7629 -4.2550
H -0.4977 -3.3338 -3.7919
```

molecular weight = 917.4 g/mol
highest occupied orbital energy (alpha / beta) = -15.54 / -15.78 eV
net charge = +3
maximum force = 0.69 eV/Å
E_LUMO (alpha / beta) = -8.125 / -11.858 eV
spin multiplicity = 5
relative energy (zero: lowest compared OMol25 entry of this formula, charge and spin) = 9.4 kcal per mole
energy = -181652.2276 eV

Atomic partial charges in e from the natural (NBO) method, atoms 1 to 6:
1 Pt 0.99
2 C -0.08
3 N -0.51
4 C -0.08
5 N -0.45
6 C -0.08